Record 1
Formula: CH3NO4
Source: the Open Molecules 2025 dataset
Level of theory: ωB97M-V/def2-TZVPD

Structure (ORCA input):
```
! RIJCOSX wB97M-V def2-TZVPD def2/J DEFGRID3
* xyz 0 1
O -2.05080 0.44654 -1.26088
O 0.73673 0.96823 -1.39858
O -0.99549 -0.77709 1.69148
O 1.63469 -0.01343 -0.83801
N -0.60638 -0.12240 0.50822
C -1.34213 0.12052 -0.44698
H 2.05418 0.64372 -0.29401
H -0.27397 -0.91769 2.30284
H 0.84318 -0.34840 -0.26406
*
```

Properties
**LUMO level**: -0.062 eV
**ΔE to the lowest compared entry with this formula, charge and spin**: 119.6 kcal/mol
**Total energy**: -395.3612 Ha
**Highest occupied orbital energy**: -9.30 eV
**Kohn-Sham gap**: 9.240 eV

=====

Record 2
Formula: C4H14N2O
Source: the Open Molecules 2025 dataset
Level of theory: ωB97M-V/def2-TZVPD

Structure (ORCA input):
```
! RIJCOSX wB97M-V def2-TZVPD def2/J DEFGRID3
* xyz 0 1
O -1.60103 1.63313 -1.92763
N 1.17609 -0.28100 0.30877
N -1.50296 -1.11476 -0.14096
C -0.41630 -1.89133 -0.72125
C 0.55067 1.44494 2.06362
C 0.74699 -1.03618 -0.85969
C 0.90841 1.14011 0.60581
H -0.60964 -2.43972 -1.65010
H -1.50260 0.81511 -1.35742
H -2.09478 1.47277 -2.71671
H 1.84560 1.80201 0.36632
H -1.88407 -1.76832 0.51814
H -0.17663 -2.64329 0.00275
H 1.52892 -1.79888 -1.22325
H -0.02588 1.34155 -0.06904
H -0.40758 2.05793 2.14067
H 0.56994 0.49337 2.68514
H 0.69518 -0.27830 -1.70158
H 1.38320 2.04502 2.50558
H 1.94373 -0.63223 0.77771
H -1.12723 -0.36192 0.39311
*
```

Properties
**LUMO level**: 1.027 eV
**ΔE to the lowest compared entry with this formula, charge and spin**: 56.2 kcal/mol
**Total energy**: -345.4866 Ha
**Highest occupied orbital energy**: -8.53 eV
**SMILES**: CCNCCN.O
**Kohn-Sham gap**: 9.553 eV